1.
{
  "formula": "C5H10O",
  "method": "ωB97M-V/def2-TZVPD",
  "smiles": "C[C@@H]1C(=O)[C@@H]1C.[H][H]",
  "e_tot_ha": -271.65662,
  "de_lowest_kj_mol": 252.0,
  "homo_lumo_gap_ev": 9.74,
  "symbols": ["C", "C", "C", "C", "C", "O", "H", "H", "H", "H", "H", "H", "H", "H", "H", "H"],
  "positions_angstrom": [[-1.03020, -1.01046, -1.29974], [-0.82770, -0.17028, -0.05734], [0.57033, 0.01147, 0.64391], [1.84052, -0.64159, 0.14351], [-0.06432, 1.08208, -0.13553], [0.07033, 2.14596, -0.67987], [-0.25546, -0.81414, -2.04749], [-1.99346, -0.76856, -1.75970], [-1.02067, -2.08055, -1.06691], [-1.64810, -0.20046, 0.66028], [0.48028, 0.07907, 1.72856], [2.71247, -0.15476, 0.59151], [1.87233, -1.70567, 0.40099], [1.93803, -0.54785, -0.94251], [-1.45137, 2.20725, 2.20815], [-1.19300, 2.56847, 1.61219]],
  "forces_ev_per_a": [[0.0, 0.0, -0.1], [-0.2, 0.1, -0.1], [0.1, 0.1, 0.1], [0.0, 0.0, -0.1], [0.0, 0.2, -0.2], [-0.1, -0.5, 0.2], [-0.1, 0.0, 0.1], [0.1, 0.0, 0.1], [0.0, 0.1, 0.0], [0.2, 0.0, -0.1], [0.0, 0.0, -0.2], [-0.1, -0.1, -0.1], [0.0, 0.1, 0.0], [0.0, 0.0, 0.1], [0.0, 0.0, 0.0], [-0.1, 0.0, 0.1]]
}

=====

2.
{
  "formula": "C18H17INOPt",
  "method": "ωB97M-V/def2-TZVPD",
  "multiplicity": 5,
  "e_tot_ha": -1241.88649,
  "s_squared": 6.038,
  "charge": 3,
  "homo_lumo_gap_ev": [8.34, 5.03],
  "symbols": ["Pt", "O", "C", "C", "C", "C", "C", "C", "C", "C", "N", "H", "H", "H", "H", "H", "H", "H", "H", "H", "H", "H", "I", "C", "C", "C", "C", "C", "C", "C", "C", "C", "C", "H", "H", "H", "H", "H", "H"],
  "positions_angstrom": [[-0.42518, -0.35925, -0.10685], [-1.77423, -1.01517, 1.73584], [-1.16116, -1.97597, 2.63354], [-1.10674, -3.35081, 1.99838], [-0.47000, -3.33546, 0.59594], [0.96312, -2.89877, 0.60436], [1.99455, -3.79260, 0.85186], [3.30727, -3.35094, 0.86097], [3.58432, -2.01232, 0.60637], [2.53230, -1.16322, 0.34815], [1.26388, -1.60425, 0.36643], [-2.70673, -1.25164, 1.60719], [-1.70966, -2.00775, 3.57444], [-0.16742, -1.58201, 2.84778], [-2.11042, -3.77002, 1.90336], [-0.54306, -4.01059, 2.66060], [-1.05833, -2.66729, -0.06314], [-0.55587, -4.32768, 0.15501], [1.75041, -4.83327, 1.02345], [4.11253, -4.04791, 1.05674], [4.59436, -1.62789, 0.60832], [2.70101, -0.11324, 0.14736], [0.68330, -0.02111, -2.75300], [0.30865, 2.02021, -2.46730], [0.88353, 2.90382, -3.38373], [0.56807, 4.24728, -3.31826], [-0.34144, 4.70100, -2.35235], [-0.94034, 3.81168, -1.43541], [-1.91527, 4.25868, -0.52971], [-2.49112, 3.38729, 0.39385], [-2.08695, 2.05762, 0.44275], [-1.11234, 1.59979, -0.43992], [-0.56405, 2.43354, -1.43421], [1.56921, 2.54926, -4.14285], [1.01121, 4.94155, -4.02055], [-0.58266, 5.75645, -2.29199], [-2.24386, 5.29114, -0.56964], [-3.23293, 3.74578, 1.09594], [-2.52795, 1.41407, 1.19028]],
  "forces_ev_per_a": [[-0.4, -0.6, 0.4], [0.1, 0.4, -0.4], [0.3, -0.4, 0.2], [0.0, 0.1, -0.2], [-0.1, 0.1, 0.2], [0.2, -0.2, -0.1], [0.0, 0.1, 0.0], [0.0, -0.1, 0.0], [-0.1, 0.0, 0.0], [0.2, 0.2, 0.1], [-0.4, 0.2, -0.1], [0.0, 0.0, -0.1], [-0.1, 0.2, -0.1], [0.0, 0.0, 0.0], [0.0, 0.0, 0.1], [0.0, 0.0, 0.0], [0.0, -0.2, -0.1], [0.1, 0.0, -0.1], [0.0, 0.0, 0.0], [0.0, 0.0, 0.0], [0.0, 0.0, 0.0], [-0.1, 0.0, 0.0], [-0.1, 0.2, 0.2], [0.0, -0.2, 0.0], [0.0, 0.1, -0.1], [0.1, -0.1, 0.0], [-0.1, 0.0, 0.0], [0.0, -0.1, 0.0], [0.0, 0.1, 0.0], [0.0, 0.0, -0.1], [0.1, 0.0, 0.1], [0.5, 0.1, -0.2], [0.0, 0.1, 0.0], [0.0, 0.0, 0.0], [0.0, 0.0, 0.0], [0.0, 0.0, -0.1], [0.1, 0.0, 0.1], [0.0, 0.0, 0.0], [0.1, -0.1, 0.1]]
}

=====

3.
{
  "formula": "C19H30N2O5S",
  "method": "ωB97M-V/def2-TZVPD",
  "smiles": "CCCS(=O)(=O)N1CCC[C@H](C(=O)NCCc2ccc(OC)c(OC)c2)C1",
  "e_tot_ha": -1625.89986,
  "de_lowest_kj_mol": 8.5,
  "homo_lumo_gap_ev": 7.96,
  "symbols": ["C", "H", "C", "C", "H", "H", "S", "O", "O", "N", "C", "C", "H", "C", "H", "H", "C", "C", "H", "H", "C", "O", "N", "H", "C", "H", "C", "C", "C", "C", "C", "C", "C", "H", "O", "C", "H", "H", "H", "O", "C", "H", "H", "H", "H", "H", "H", "H", "H", "H", "H", "H", "H", "H", "H", "H", "H"],
  "positions_angstrom": [[-0.07334, -5.54260, 0.70607], [-0.22089, -6.26338, -0.09370], [-0.18834, -4.12026, 0.16572], [0.00890, -3.08206, 1.24952], [-0.79642, -3.06278, 1.97816], [0.96003, -3.20669, 1.76066], [0.09992, -1.42594, 0.49845], [1.07380, -1.45647, -0.54715], [0.24587, -0.48181, 1.57479], [-1.35570, -1.11069, -0.19835], [-1.57985, -1.29824, -1.60874], [-2.47435, -0.17013, -2.11660], [-1.96063, 0.77976, -1.96800], [-3.78847, -0.17183, -1.33975], [-4.42294, 0.65421, -1.66307], [-4.32142, -1.10801, -1.52642], [-3.52248, -0.02668, 0.16637], [-2.53679, -1.10307, 0.62736], [-2.21883, -0.92794, 1.65678], [-3.04232, -2.08203, 0.57667], [-3.11730, 1.42559, 0.45081], [-3.93659, 2.31426, 0.30370], [-1.86473, 1.64276, 0.87707], [-1.17467, 0.90599, 0.91831], [-1.37931, 2.97687, 1.14838], [-2.25341, 3.62044, 1.27452], [-0.50557, 3.50941, 0.00418], [0.62692, 2.57580, -0.33058], [0.77291, 2.05339, -1.60022], [1.82270, 1.19632, -1.90140], [2.73367, 0.82789, -0.92870], [2.57833, 1.33544, 0.37831], [1.54475, 2.20998, 0.65171], [1.43051, 2.61064, 1.64590], [3.48788, 0.90207, 1.29635], [3.17345, 1.08390, 2.65509], [3.24811, 2.13651, 2.95222], [2.16935, 0.70765, 2.87561], [3.91302, 0.50730, 3.20967], [3.79501, -0.00201, -1.11985], [3.81280, -0.77771, -2.29090], [4.65293, -1.46215, -2.17971], [2.88393, -1.34738, -2.39004], [3.96882, -0.16252, -3.18494], [1.90665, 0.80580, -2.90298], [0.07132, 2.31898, -2.37861], [-0.11043, 4.48413, 0.30210], [-1.13170, 3.65440, -0.87778], [-0.81054, 2.94988, 2.08067], [-4.46915, -0.17261, 0.69857], [-2.66393, -0.30341, -3.18235], [-0.60008, -1.27935, -2.08439], [-2.06047, -2.26972, -1.80339], [-1.17022, -3.98451, -0.29238], [0.56682, -3.95044, -0.60370], [0.90970, -5.70638, 1.13969], [-0.82223, -5.72188, 1.47424]],
  "forces_ev_per_a": [[-0.1, 0.3, -0.1], [0.0, -0.1, 0.0], [0.0, -0.2, 0.0], [0.0, 0.8, -0.6], [-0.1, 0.0, 0.1], [0.1, 0.1, 0.1], [-0.3, -0.3, 0.3], [0.0, -0.3, -0.2], [-0.1, -0.1, 0.3], [0.7, -0.3, 0.4], [0.2, 0.1, -0.7], [-0.1, -0.3, 0.1], [0.1, 0.1, -0.1], [0.0, 0.2, 0.0], [-0.1, -0.1, 0.0], [0.0, 0.0, 0.0], [-0.1, 0.0, -0.1], [-0.4, 0.1, 0.5], [-0.2, 0.0, 0.0], [0.0, 0.1, 0.0], [-0.1, -0.5, 0.1], [-0.3, 0.2, -0.2], [0.4, 0.1, 0.2], [-0.1, 0.0, 0.0], [-0.1, 0.3, -0.1], [0.2, -0.1, 0.1], [-0.1, -0.1, 0.2], [-0.1, 0.1, -0.2], [-0.1, 0.1, 0.1], [0.3, -0.2, 0.0], [0.1, 0.2, 0.1], [0.2, 0.0, -0.1], [0.2, -0.1, 0.0], [0.0, 0.0, 0.2], [-0.1, -0.1, -0.4], [-0.1, 0.1, 0.2], [0.0, -0.1, 0.0], [0.1, 0.0, 0.0], [-0.1, 0.1, 0.0], [-0.2, 0.2, 0.3], [0.0, -0.1, -0.2], [-0.1, 0.0, -0.1], [0.0, 0.0, 0.0], [0.0, 0.0, 0.0], [0.1, -0.1, -0.1], [-0.1, 0.1, -0.1], [0.0, 0.1, 0.0], [0.0, 0.0, 0.0], [0.0, 0.1, 0.0], [0.1, 0.0, 0.0], [0.0, 0.0, 0.0], [-0.1, -0.1, -0.2], [0.0, 0.0, 0.0], [0.0, 0.0, -0.1], [-0.1, 0.0, -0.1], [0.1, -0.1, 0.1], [-0.1, -0.1, 0.1]]
}

=====

4.
{
  "formula": "C4H7ClO",
  "method": "ωB97M-V/def2-TZVPD",
  "smiles": "C=C(Cl)COC",
  "e_tot_ha": -691.91969,
  "de_lowest_kj_mol": 331.4,
  "homo_lumo_gap_ev": 10.34,
  "symbols": ["C", "C", "C", "C", "H", "H", "H", "H", "H", "H", "H", "O", "Cl"],
  "positions_angstrom": [[-2.13019, -0.69672, -0.17781], [0.03303, -0.07149, 0.40996], [1.41113, -0.06582, -0.13447], [2.05630, 1.12244, -0.32769], [-2.95688, -1.15258, -0.98211], [-2.19984, 0.53127, -0.04088], [-2.46358, -1.29822, 0.61419], [0.09922, -0.40785, 1.36368], [-0.31951, 0.98068, 0.42585], [3.22599, 1.43635, -0.57237], [1.41622, 2.07112, -0.09223], [-0.72873, -1.01017, -0.41595], [2.55685, -1.43903, -0.07016]],
  "forces_ev_per_a": [[-1.0, 1.4, -2.6], [0.3, -0.7, -3.7], [3.8, 2.6, 0.0], [0.3, 1.9, 0.3], [2.8, 1.6, 1.1], [-0.5, -3.4, -0.3], [-0.3, 0.0, 2.1], [-0.2, -1.2, 3.2], [-0.2, -0.7, -0.4], [-3.4, -1.6, 0.7], [1.2, -1.7, -0.9], [-1.4, 1.9, 0.6], [-1.3, 0.1, -0.2]]
}

=====

5.
{
  "formula": "C49H48FLuN4O5P2S",
  "method": "ωB97M-V/def2-TZVPD",
  "e_tot_ha": -4907.37681,
  "charge": 2,
  "homo_lumo_gap_ev": 5.78,
  "symbols": ["Lu", "O", "P", "C", "P", "O", "C", "C", "C", "C", "C", "C", "C", "C", "C", "C", "C", "C", "C", "C", "C", "C", "C", "C", "C", "C", "C", "C", "C", "C", "H", "H", "H", "H", "H", "H", "H", "H", "H", "H", "H", "H", "H", "H", "H", "H", "H", "H", "H", "H", "H", "H", "C", "C", "N", "C", "C", "C", "O", "O", "C", "O", "C", "C", "C", "F", "C", "C", "C", "N", "C", "C", "N", "C", "C", "H", "H", "H", "H", "H", "H", "H", "H", "H", "H", "H", "H", "H", "H", "H", "H", "H", "H", "C", "C", "N", "H", "H", "H", "S", "C", "C", "C", "C", "C", "C", "H", "H", "H", "H", "H"],
  "positions_angstrom": [[0.71875, -0.31480, 0.35205], [2.84315, -0.28890, 0.12845], [4.12915, -1.04690, 0.14595], [3.77455, -2.79750, 0.59595], [2.39495, -3.38040, -0.48495], [1.22065, -2.46280, -0.37835], [2.94065, -3.42060, -2.20875], [2.19165, -2.65930, -3.09975], [2.51615, -2.64860, -4.44355], [3.58095, -3.40360, -4.90545], [4.32355, -4.16610, -4.01785], [4.01295, -4.17440, -2.66945], [2.05555, -5.03270, 0.17735], [1.61455, -5.08600, 1.49745], [1.39075, -6.31160, 2.09945], [1.61545, -7.48300, 1.39165], [2.03195, -7.42690, 0.07185], [2.25365, -6.20410, -0.53965], [5.20715, -0.33860, 1.41855], [4.57815, -0.01650, 2.61945], [5.28505, 0.64370, 3.60645], [6.61455, 0.97640, 3.39515], [7.23675, 0.65370, 2.20035], [6.53715, -0.00540, 1.20495], [4.90335, -1.05770, -1.48365], [6.04895, -1.80920, -1.71545], [6.62765, -1.79810, -2.96955], [6.05995, -1.04790, -3.98755], [4.91425, -0.30470, -3.75645], [4.33255, -0.30380, -2.50145], [3.40145, -2.81100, 1.62935], [4.64955, -3.44000, 0.51795], [1.35855, -2.07780, -2.72335], [1.93905, -2.05420, -5.13335], [3.84035, -3.39230, -5.95345], [5.14835, -4.75920, -4.37855], [4.59935, -4.76450, -1.98005], [1.42655, -4.16530, 2.03575], [1.04965, -6.35680, 3.12315], [1.46175, -8.44060, 1.86665], [2.19215, -8.34000, -0.48045], [2.57605, -6.16070, -1.56875], [3.53315, -0.27230, 2.76695], [4.80005, 0.90680, 4.53385], [7.17145, 1.48980, 4.16245], [8.26715, 0.92290, 2.03505], [7.01385, -0.25140, 0.26695], [6.47375, -2.39980, -0.91515], [7.52275, -2.37280, -3.14675], [6.51665, -1.04910, -4.96435], [4.48105, 0.27580, -4.55515], [3.43435, 0.26620, -2.30385], [-2.75415, 6.43990, -1.65375], [-2.57255, 5.94290, -0.22395], [-2.33945, 4.50910, -0.14045], [-1.06735, 4.04530, -0.26545], [-0.74845, 2.74830, -0.05485], [0.52705, 1.95650, -0.21525], [1.25275, 1.82870, 0.78965], [0.59465, 1.20200, -1.21555], [-1.72395, 1.80900, 0.43585], [-1.40105, 0.68110, 0.87925], [-3.08685, 2.26410, 0.30685], [-4.12315, 1.33240, 0.40095], [-5.40835, 1.69920, 0.11415], [-6.38045, 0.76030, 0.18575], [-5.73535, 3.02340, -0.23115], [-4.70575, 3.96050, -0.24225], [-3.37085, 3.60930, -0.01235], [-7.01845, 3.41360, -0.63235], [-7.98275, 2.47210, -1.15565], [-8.83615, 3.18180, -2.20795], [-9.49955, 4.36310, -1.59635], [-8.48305, 5.30120, -1.05535], [-7.65625, 4.55030, -0.01105], [-2.95295, 7.50730, -1.64165], [-3.57945, 5.93460, -2.14585], [-1.85615, 6.26950, -2.23835], [-3.45035, 6.18400, 0.37665], [-1.71995, 6.45100, 0.22905], [-0.32015, 4.77430, -0.54325], [-3.87025, 0.32320, 0.68325], [-4.94255, 4.97820, -0.49895], [-8.62585, 2.05610, -0.36645], [-7.47295, 1.64710, -1.65005], [-9.59125, 2.50520, -2.60725], [-8.20355, 3.52690, -3.02775], [-10.09925, 4.04020, -0.82355], [-10.09885, 4.83310, -2.28345], [-8.97615, 6.17030, -0.61945], [-7.84125, 5.62970, -1.87535], [-8.31395, 4.22880, 0.81505], [-6.90125, 5.21370, 0.40745], [-2.72305, -3.23470, -0.05025], [-1.85835, -2.19660, -0.50055], [-1.15715, -1.34580, -0.82615], [-2.57565, -4.13380, -0.64985], [-3.76475, -2.91740, -0.12115], [-2.47775, -3.44900, 0.99325], [0.36025, -1.91640, 2.39115], [0.58455, -1.02290, 3.88475], [0.83075, 0.34720, 3.85055], [1.00505, 1.04920, 5.02845], [0.93865, 0.39200, 6.24735], [0.70525, -0.97400, 6.28265], [0.53015, -1.68230, 5.11085], [0.87145, 0.85370, 2.88035], [1.19095, 2.11340, 4.99395], [1.06455, 0.94250, 7.16685], [0.65625, -1.48630, 7.23115], [0.34285, -2.74310, 5.11995]],
  "forces_ev_per_a": [[-0.2, -3.0, 0.5], [-0.2, 0.4, -0.2], [1.3, -0.7, 0.5], [-0.4, 0.7, -0.6], [0.7, -0.9, 0.3], [-0.5, 0.6, -0.1], [-0.3, -0.2, 0.4], [-0.2, 0.0, 0.1], [0.0, -0.1, -0.1], [-0.1, 0.0, 0.1], [0.1, -0.1, 0.0], [-0.1, 0.0, 0.0], [0.1, 0.4, -0.3], [0.0, 0.0, 0.1], [0.0, 0.0, 0.0], [0.0, 0.0, 0.0], [0.1, -0.1, 0.0], [0.0, 0.0, -0.1], [-0.4, -0.2, -0.5], [-0.1, -0.1, 0.0], [0.0, 0.0, 0.1], [0.0, 0.0, -0.1], [0.1, 0.0, 0.0], [-0.1, -0.1, -0.1], [-0.1, 0.2, 0.6], [0.0, 0.1, 0.1], [0.1, 0.0, 0.1], [0.1, 0.0, 0.1], [0.1, 0.0, 0.0], [0.0, 0.1, 0.2], [0.0, 0.0, -0.2], [0.1, 0.0, -0.1], [0.0, 0.0, -0.1], [-0.1, 0.1, -0.1], [0.0, 0.0, -0.1], [0.1, -0.1, 0.0], [0.1, -0.1, 0.0], [0.0, 0.0, 0.1], [0.0, 0.0, 0.1], [0.0, -0.1, 0.0], [0.0, -0.1, -0.1], [0.0, -0.1, -0.1], [0.0, 0.1, 0.1], [-0.1, 0.0, 0.1], [0.0, 0.1, 0.1], [0.1, 0.0, 0.0], [0.1, 0.1, -0.1], [0.1, -0.1, 0.0], [0.1, -0.1, -0.1], [0.0, 0.0, -0.1], [-0.1, 0.1, -0.1], [0.0, 0.1, 0.0], [0.0, -0.1, 0.2], [-0.1, 0.5, -0.3], [0.2, -0.1, 0.0], [0.1, -0.4, 0.1], [0.2, -0.4, -0.1], [-0.3, 2.4, -0.1], [0.1, 0.2, 0.4], [-0.1, 0.3, -0.8], [0.1, 0.1, 0.2], [-0.1, 0.7, -0.3], [-0.3, 0.1, 0.0], [-0.2, 0.2, -0.1], [0.2, -0.1, 0.2], [0.0, 0.2, 0.0], [0.6, 0.0, 0.0], [-0.2, -0.1, 0.1], [-0.2, -0.6, 0.3], [-0.3, 0.0, 0.0], [0.0, 0.1, -0.2], [0.4, -0.9, -0.2], [-0.5, 0.1, -0.1], [0.6, 0.5, 0.6], [0.0, 0.1, -0.1], [0.0, 0.1, 0.0], [-0.1, -0.1, -0.1], [0.1, 0.0, -0.1], [0.1, 0.0, 0.1], [-0.1, -0.1, 0.1], [0.0, 0.1, 0.0], [-0.1, -0.2, 0.0], [-0.1, 0.1, -0.2], [0.0, -0.1, 0.0], [-0.1, 0.0, 0.1], [-0.1, 0.1, 0.1], [-0.1, 0.1, 0.1], [0.0, 0.1, -0.2], [0.0, -0.1, 0.2], [-0.1, -0.1, -0.1], [-0.2, -0.1, 0.0], [0.0, 0.1, 0.0], [-0.2, 0.1, 0.0], [-0.5, -0.7, 0.3], [0.8, 1.1, -0.5], [-0.4, -0.5, 0.0], [0.0, 0.0, 0.1], [0.1, 0.0, 0.0], [0.0, 0.0, -0.1], [0.1, -0.1, 0.1], [-0.1, 0.1, -0.1], [0.0, 0.0, -0.2], [0.0, 0.2, 0.0], [0.0, 0.1, 0.1], [0.0, 0.1, 0.1], [0.0, 0.2, -0.2], [0.0, 0.0, 0.5], [0.0, 0.1, 0.0], [0.0, 0.1, 0.1], [0.0, -0.1, 0.1], [0.0, -0.2, 0.1]]
}